[1]
This record from OMol25 describes a cluster of 2 separate species, CH3Cl2OPS in total at a distorted geometry. The level of theory is the ωB97M-V functional and the def2-TZVPD basis.

XYZ file:
```
9
CH3Cl2OPS | OMol25 | the ωB97M-V functional and the def2-TZVPD basis
Cl -2.8184 -0.0916 0.1763
Cl 2.5868 1.3540 -0.3658
S 1.6104 -0.0946 0.7436
P 0.0842 -0.7480 -0.7063
O 2.6011 -1.1395 0.9709
C -1.2729 0.5848 -0.3389
H -0.7590 1.4098 0.3135
H -1.5946 1.1116 -1.2220
H -0.4376 -2.3866 0.4287
```

Calculated values
lowest unoccupied orbital energy	-1.16	eV
ΔE to the lowest compared entry with this formula, charge and spin	5.955	eV
charge	0

Atomic partial charges in e from the Löwdin method, atoms 1 to 6:
1. Cl 0.47
2. Cl 0.16
3. S 0.18
4. P 0.60
5. O -0.62
6. C -0.95

---

[2]
This record from OMol25 describes a structure of composition C27H49F2MnNO2Si2 at a distorted geometry. The level of theory is the ωB97M-V functional and the def2-TZVPD basis.

XYZ file:
```
84
C27H49F2MnNO2Si2 | OMol25 | the ωB97M-V functional and the def2-TZVPD basis
Mn 1.1961 1.0975 1.1681
Si 0.9399 1.5979 -2.0502
Si 4.0401 1.0928 1.9640
F -0.2591 6.2181 2.0194
F -1.4936 2.9886 5.2293
O -1.9382 -3.3927 -1.7494
O -2.7709 -1.5125 -2.9356
N 0.3105 0.0584 2.6220
C -0.4303 -3.2179 -1.8326
C -2.4983 -3.1820 -0.3771
C -2.3930 -1.6716 -4.3224
C 0.1983 1.1326 -0.3786
C 1.7707 0.1447 -2.9046
C -3.9468 -3.5802 -0.4102
C 5.6694 0.1580 1.9480
C 0.4234 2.6471 2.1136
C 2.8673 0.1578 0.8243
C -0.5634 2.0248 -3.0972
C -0.6805 -1.1624 4.8901
C 0.4016 3.9600 1.6634
C 0.3569 -1.2925 2.7317
C 2.1122 3.0366 -1.8970
C -0.7580 0.2225 4.7461
C -3.7700 -0.1578 -1.1718
C 4.3395 2.8388 1.3390
C -0.2519 2.2647 3.2897
C -3.6029 -0.3625 -2.6472
C 0.2183 -4.5434 -1.5417
C -3.1012 -2.8378 -4.9432
C -0.1250 -1.9350 3.8668
C -0.2442 4.9157 2.4618
C -0.2686 0.8330 3.5977
C 3.3571 1.1842 3.7171
C -0.8564 3.2935 4.0476
C -0.8620 4.6224 3.6652
H -4.5603 -2.7743 -0.8104
H 1.0197 -0.5811 -3.2495
H -4.3837 0.7313 -1.0112
H 2.4759 -0.3880 -2.2556
H -1.3373 5.3928 4.2698
H 6.5151 0.8343 2.1314
H 0.8591 4.2227 0.7136
H 4.1972 1.3022 4.4169
H -2.8193 0.0096 -0.6560
H -2.6180 -0.7267 -4.8329
H 5.6787 -0.6293 2.7135
H -1.4174 2.2834 -2.4583
H 2.8125 0.2705 3.9947
H -4.1162 -4.4860 -0.9984
H 2.6848 3.0195 -0.9613
H -1.3020 -1.8075 -4.3013
H -0.8698 1.1803 -3.7286
H -1.0532 -1.6320 5.7943
H 2.8249 3.0411 -2.7347
H 3.1825 0.1965 -0.2321
H 1.5514 3.9807 -1.9322
H 1.2667 -4.5377 -1.8549
H -2.9069 -3.7834 -4.4189
H -4.5620 -0.5400 -3.1531
H 0.8024 -1.8429 1.9010
H 2.6751 2.0334 3.8662
H -1.1873 0.8506 5.5207
H -4.2935 -3.7706 0.6087
H 5.8122 -0.3158 0.9677
H 3.5400 3.5418 1.6091
H -2.7283 -2.9243 -5.9638
H -2.4206 -2.6567 -2.3245
H -3.1315 0.5190 -3.1041
H -0.0555 -3.0184 3.9391
H -0.7073 1.7587 -0.2092
H -1.8987 -3.7983 0.3009
H -0.2342 -2.8739 -2.8577
H -2.3548 -2.1226 -0.1302
H -0.1600 0.0822 -0.4801
H 2.3187 0.4965 -3.7906
H 4.4666 2.8613 0.2488
H -4.2847 -0.9921 -0.6997
H 2.7939 -0.9126 1.1051
H -0.3395 2.8772 -3.7470
H -0.1424 -2.4399 -1.1154
H -0.2899 -5.3577 -2.0660
H 0.2210 -4.7484 -0.4685
H -4.1846 -2.6778 -4.9858
H 5.2735 3.2109 1.7845
```

Calculated values
lowest unoccupied orbital energy (spin up / spin down)	-0.22 / -0.22	eV
ΔE to the lowest compared entry with this formula, charge and spin	3.878	eV
expectation value of S²	8.82
charge	0
multiplicity	6

Atomic partial charges in e from the Löwdin method, atoms 1 to 6:
1. Mn 0.61
2. Si 0.42
3. Si 0.40
4. F 0.01
5. F 0.02
6. O -0.09

---

[3]
This record from OMol25 describes a structure of composition HO2PRu at a distorted geometry. The level of theory is the ωB97M-V functional and the def2-TZVPD basis.

XYZ file:
```
5
HO2PRu | OMol25 | the ωB97M-V functional and the def2-TZVPD basis
Ru 1.6820 0.5901 -0.0508
P -1.0383 0.6238 -0.1247
O -0.0624 -0.6399 -0.0038
O -0.0367 1.8043 0.0934
H -0.5445 -2.3783 0.0859
```

Calculated values
lowest unoccupied orbital energy (spin up / spin down)	-13.04 / -15.92	eV
ΔE to the lowest compared entry with this formula, charge and spin	0.108	eV
expectation value of S²	12.01
charge	+2
multiplicity	7

Partial charges, Löwdin, in e:
1. Ru 1.84
2. P 1.06
3. O -0.61
4. O -0.48
5. H 0.20

---

[4]
This record from OMol25 describes a cluster of 10 separate species, C5H30N2O10 in total at a distorted geometry. The level of theory is the ωB97M-V functional and the def2-TZVPD basis.

XYZ file:
```
47
C5H30N2O10 | OMol25 | the ωB97M-V functional and the def2-TZVPD basis
O 2.9167 -1.2531 -1.7204
O 0.4446 -0.7368 -2.8611
O 2.7979 -2.7386 0.4724
O 2.5084 0.0048 2.2834
O -2.4047 1.2882 -3.6240
O -4.1360 -0.0329 -0.9111
O 0.6056 4.0199 -0.6134
O -0.1004 1.7973 -2.0605
O 2.4360 -2.5145 2.9992
O -3.5269 2.5656 -0.1726
N 2.0049 0.8455 0.2958
N -1.0556 -1.9350 -0.1049
C -2.0071 -1.7181 2.1440
C 1.6516 0.4927 1.5499
C 0.2640 0.9698 2.0049
C -0.7923 0.2666 1.1375
C -0.9091 -1.2724 1.2462
H -0.1343 -1.2531 -2.2720
H -0.4466 -2.7360 -0.2240
H -2.7721 1.0622 -2.7580
H 2.8531 -1.7213 3.3227
H -2.9185 1.8123 -0.1172
H -2.0185 -2.2486 -0.1037
H 0.3839 3.2327 -1.1598
H 2.7736 -1.8059 0.6998
H -0.5802 0.3748 0.0652
H -1.7712 0.7558 1.2210
H -1.5478 0.8656 -3.4801
H 1.3741 1.1836 -0.4051
H 1.2426 -0.7587 -2.2803
H -4.5335 -0.4841 -0.1526
H -3.5885 2.8210 -1.0933
H -4.6035 0.7746 -1.1345
H 0.2616 2.0698 2.0053
H -1.9736 -1.2063 3.1098
H 3.7065 -1.6356 -2.1241
H 0.4661 0.9950 -2.1676
H 0.2246 0.7866 3.0686
H 0.0577 -1.5847 1.7224
H 1.5060 -2.4533 2.7870
H 2.9807 0.8010 0.0540
H 2.4575 -3.1814 1.2689
H -0.1799 2.0536 -2.9868
H -2.2077 -2.7674 2.3781
H -2.9659 -1.3114 1.7462
H 1.1002 3.5832 0.0836
H 2.5916 -1.8841 -1.0419
```

Calculated values
lowest unoccupied orbital energy	0.19	eV
ΔE to the lowest compared entry with this formula, charge and spin	1.932	eV
charge	0
SMILES	C[C@@H](N)CCC(N)=O.O.O.O.O.O.O.O.O.O

Atomic partial charges in e from the Löwdin method, atoms 1 to 6:
1. O -0.07
2. O -0.08
3. O -0.07
4. O 0.02
5. O -0.05
6. O -0.06

---

[5]
This record from OMol25 describes the molecule C4H5PS2 at a distorted geometry. The level of theory is the ωB97M-V functional and the def2-TZVPD basis.

XYZ file:
```
12
C4H5PS2 | OMol25 | the ωB97M-V functional and the def2-TZVPD basis
S -1.0387 -1.8254 -0.7442
S -2.4571 0.6110 0.4788
P 0.1027 0.8135 -1.4397
C 1.4571 -0.0099 0.7530
C -0.8727 -0.1514 -0.1225
C 0.1969 -0.3615 0.8835
C 1.5141 0.6275 -0.5328
H 2.3664 1.1249 -0.8973
H 2.4028 -0.4053 1.2849
H -2.3954 1.6936 -0.2831
H -0.1660 -0.9234 1.7406
H -1.3981 -1.4959 -2.0377
```

Calculated values
lowest unoccupied orbital energy	-0.34	eV
ΔE to the lowest compared entry with this formula, charge and spin	0.732	eV
charge	0
SMILES	SC1(S)C=CC=P1

Atomic partial charges in e from the Löwdin method, atoms 1 to 6:
1. S 0.70
2. S 0.68
3. P 0.93
4. C -0.16
5. C -1.35
6. C -0.36

---

[6]
This record from OMol25 describes the molecule C6H16NOP at a distorted geometry. The level of theory is the ωB97M-V functional and the def2-TZVPD basis.

XYZ file:
```
25
C6H16NOP | OMol25 | the ωB97M-V functional and the def2-TZVPD basis
P -0.6787 -2.0913 -0.6613
O 0.6315 -3.0617 -0.4798
N -0.7336 -1.3312 0.8303
C 1.2027 1.9379 0.7769
C -0.0926 -0.9134 -1.9456
C 0.2915 -0.3877 1.2384
C -2.4071 -2.5902 -1.1801
C -0.0493 1.0770 0.9400
C 0.8493 3.4094 0.6092
H 0.3643 3.7871 1.5056
H 1.8492 1.8129 1.6488
H 1.7621 1.5978 -0.0995
H 0.8996 -0.5138 -1.7414
H 1.4258 -2.6736 -0.1037
H -2.2676 -3.1687 -2.0951
H 0.4740 -0.5121 2.3127
H -0.8188 -0.1111 -2.0272
H -0.6647 1.4783 1.7474
H -1.6741 -1.0575 1.0754
H 1.2173 -0.6545 0.7184
H 1.7421 4.0016 0.4245
H -0.6380 1.1263 0.0217
H 0.1691 3.5437 -0.2297
H -0.0730 -1.4523 -2.8901
H -2.7813 -3.2528 -0.3957
```

Calculated values
lowest unoccupied orbital energy	0.61	eV
ΔE to the lowest compared entry with this formula, charge and spin	1.013	eV
charge	0
SMILES	C=[P@](C)(O)NCCCC

Atomic partial charges in e from the Löwdin method, atoms 1 to 6:
1. P 0.69
2. O -0.22
3. N -0.17
4. C -0.28
5. C -0.19
6. C -0.27

---

Respective M values: 164.98 568.80 165.05 278.30 148.19 149.17 g/mol.
Respective energy values: -1774.94441 -3192.97244 -586.24996 -1070.41007 -1293.06312 -709.53046 hartree.